# 1
This record from OMol25 describes a structure of composition C31H49N2O2P2Pt. The level of theory is wB97M-V/def2-TZVPD.

Properties
LUMO (spin up / spin down)   -2.340 / -3.714 eV
Charge   +1
HOMO energy (spin up / spin down)   -6.6 / -11.2 eV
Kohn-Sham gap (spin up / spin down)   4.263 / 7.510 eV
Expectation value of S²   2.020
Spin multiplicity   3

Each line ends with the Löwdin charge.
Cartesian coordinates (Å):
C (0.356, -0.904, -2.345)  -0.398
C (0.070, 1.457, -2.123)  -0.367
C (0.172, -0.829, -3.720)  -0.027
C (0.087, 1.574, -3.534)  -0.043
C (0.112, 0.439, -4.313)  -0.121
H (0.143, -1.754, -4.286)  0.118
H (-0.005, 2.578, -3.948)  0.114
H (0.095, 0.510, -5.399)  0.097
N (0.349, 0.214, -1.603)  -0.164
P (1.668, -1.809, -0.146)  1.022
P (-0.399, 2.305, 0.504)  1.001
C (0.552, -2.199, -1.596)  -0.256
H (-0.408, -2.570, -1.203)  0.066
H (0.934, -3.003, -2.237)  0.084
C (1.004, 0.187, 2.251)  -0.422
O (1.213, 0.226, 3.395)  0.090
C (-0.348, 2.460, -1.250)  -0.207
H (-0.786, 3.356, -1.721)  0.099
C (-2.298, 2.648, 0.682)  -0.620
C (0.596, 3.678, 1.385)  -0.661
C (1.404, -3.277, 0.972)  -0.685
C (3.374, -1.761, -0.998)  -0.637
C (-2.751, 1.919, 1.958)  -0.085
H (-2.232, 2.301, 2.852)  0.074
H (-3.829, 2.088, 2.101)  0.095
H (-2.594, 0.834, 1.896)  0.055
C (-2.620, 4.145, 0.752)  -0.093
H (-2.222, 4.663, 1.628)  0.065
H (-2.282, 4.664, -0.155)  0.084
H (-3.717, 4.246, 0.788)  0.103
C (-3.045, 2.210, -0.592)  -0.098
H (-4.125, 2.217, -0.384)  0.105
H (-2.843, 2.892, -1.431)  0.087
H (-2.804, 1.207, -0.937)  0.034
C (0.080, 3.824, 2.830)  -0.083
H (0.189, 2.889, 3.393)  0.074
H (0.700, 4.574, 3.344)  0.099
H (-0.968, 4.142, 2.892)  0.059
C (2.095, 3.335, 1.427)  -0.115
H (2.311, 2.387, 1.929)  0.035
H (2.538, 3.313, 0.423)  0.087
H (2.610, 4.130, 1.990)  0.098
C (0.506, 5.022, 0.653)  -0.087
H (-0.506, 5.426, 0.590)  0.057
H (1.121, 5.750, 1.210)  0.100
H (0.902, 4.939, -0.365)  0.086
C (4.470, -2.057, 0.036)  -0.092
H (5.447, -1.976, -0.463)  0.098
H (4.465, -1.311, 0.841)  0.069
H (4.408, -3.067, 0.455)  0.066
C (3.655, -0.376, -1.603)  -0.090
H (2.904, -0.089, -2.352)  0.079
H (3.737, 0.390, -0.818)  0.044
H (4.637, -0.422, -2.102)  0.101
C (3.438, -2.777, -2.150)  -0.084
H (4.487, -2.879, -2.464)  0.100
H (3.093, -3.776, -1.866)  0.062
H (2.860, -2.438, -3.019)  0.084
C (-0.084, -3.404, 1.346)  -0.098
H (-0.724, -3.589, 0.475)  0.072
H (-0.198, -4.249, 2.043)  0.099
H (-0.456, -2.509, 1.854)  0.060
C (2.211, -3.106, 2.269)  -0.079
H (1.872, -2.243, 2.849)  0.059
H (2.057, -4.005, 2.884)  0.100
H (3.285, -2.997, 2.091)  0.062
C (1.835, -4.551, 0.241)  -0.083
H (1.287, -4.695, -0.699)  0.084
H (2.912, -4.588, 0.044)  0.073
H (1.598, -5.413, 0.881)  0.099
Pt (0.628, 0.179, 0.454)  0.975
N (-1.465, -0.680, 0.133)  0.104
C (-2.588, -0.735, -0.220)  -0.102
C (-3.917, -1.321, -0.214)  -0.208
C (-4.253, -2.138, 0.880)  -0.025
C (-4.837, -1.150, -1.265)  -0.023
C (-5.475, -2.812, 0.917)  -0.058
H (-3.534, -2.244, 1.697)  0.120
C (-6.063, -1.823, -1.224)  -0.058
H (-4.558, -0.500, -2.096)  0.122
C (-6.390, -2.646, -0.133)  -0.055
H (-5.703, -3.485, 1.747)  0.115
H (-6.758, -1.728, -2.060)  0.114
H (-7.352, -3.174, -0.124)  0.117
O (4.533, 1.292, 0.903)  -0.062
H (4.779, 0.846, 1.733)  0.062
H (5.358, 1.607, 0.539)  0.054

=====

# 2
This record from OMol25 describes a structure of composition C18H41N2P3PrSSe. The level of theory is wB97M-V/def2-TZVPD.

Properties
LUMO (spin up / spin down)   -10.484 / -9.685 eV
Charge   +3
HOMO energy (spin up / spin down)   -15.8 / -15.8 eV
Kohn-Sham gap (spin up / spin down)   5.304 / 6.105 eV
Expectation value of S²   2.008
Spin multiplicity   3

Each line ends with the Löwdin charge.
Cartesian coordinates (Å):
Pr (-0.123, -1.221, 0.666)  0.584
P (0.281, 1.671, 2.094)  0.746
P (-2.712, 0.242, 0.643)  0.705
P (2.782, -0.194, 0.378)  0.721
H (-1.486, -3.725, -4.522)  0.054
C (-0.601, -4.072, -3.995)  -0.037
C (-0.485, -3.931, -2.668)  -0.093
H (-1.298, -3.398, -2.134)  0.029
C (0.445, 3.266, 1.175)  -0.246
C (-1.067, 2.102, 3.250)  -0.263
C (1.705, 1.841, 3.252)  -0.261
C (-3.428, -0.647, -0.780)  -0.248
C (-3.975, 0.037, 1.936)  -0.235
C (-3.070, 1.956, 0.135)  -0.238
C (3.238, -1.303, -1.027)  -0.240
C (3.858, -0.919, 1.677)  -0.268
C (3.925, 1.220, 0.231)  -0.241
H (0.168, -4.558, -4.600)  0.083
H (0.312, -4.430, -2.121)  0.049
H (0.442, 4.116, 1.880)  0.077
H (-0.394, 3.371, 0.470)  0.029
H (1.385, 3.264, 0.601)  0.043
H (-0.854, 3.092, 3.677)  0.075
H (-1.105, 1.359, 4.058)  0.020
H (-2.033, 2.150, 2.732)  0.013
H (1.386, 2.391, 4.152)  0.068
H (2.532, 2.390, 2.786)  0.050
H (2.066, 0.847, 3.546)  0.006
H (-4.499, -0.426, -0.797)  0.078
H (-3.285, -1.730, -0.685)  0.049
H (-2.969, -0.317, -1.718)  0.049
H (-4.859, 0.644, 1.705)  0.076
H (-3.581, 0.357, 2.906)  0.040
H (-4.283, -1.010, 2.030)  0.063
H (-4.140, 2.009, -0.075)  0.075
H (-2.513, 2.217, -0.766)  0.021
H (-2.843, 2.695, 0.900)  0.044
H (4.207, -0.965, -1.406)  0.069
H (2.485, -1.236, -1.822)  0.034
H (3.311, -2.343, -0.681)  0.063
H (4.859, -0.966, 1.222)  0.071
H (3.535, -1.911, 2.007)  0.043
H (3.876, -0.221, 2.526)  0.047
H (4.920, 0.822, 0.021)  0.070
H (3.967, 1.803, 1.159)  0.049
H (3.657, 1.891, -0.582)  0.048
C (-0.054, 0.434, -3.786)  -0.507
C (-0.774, -0.753, -4.095)  -0.106
C (-0.809, -1.220, -5.442)  -0.072
C (0.016, -0.627, -6.405)  -0.042
C (0.716, 0.548, -6.074)  -0.049
C (0.607, 1.110, -4.813)  -0.173
Se (0.152, 1.508, -2.127)  0.829
H (1.206, 2.471, -2.438)  -0.103
H (-1.366, -1.275, -3.339)  0.066
H (-1.428, -2.072, -5.776)  0.110
H (0.032, -1.002, -7.438)  0.128
H (1.365, 1.022, -6.826)  0.131
H (1.031, 2.093, -4.678)  0.088
N (-0.159, -0.252, 5.374)  0.167
C (-0.442, -1.266, 4.547)  -0.755
N (-1.402, -2.121, 4.923)  0.159
S (0.526, -1.697, 3.186)  0.652
H (-0.409, -0.328, 6.334)  0.142
H (0.626, 0.345, 5.160)  0.098
H (-1.519, -2.954, 4.373)  0.115
H (-1.653, -2.197, 5.903)  0.151

=====

# 3
This record from OMol25 describes the molecule C6H12O. The level of theory is wB97M-V/def2-TZVPD.

Properties
LUMO   1.110 eV
Charge   0
HOMO energy   -9.7 eV
Kohn-Sham gap   10.792 eV
Spin multiplicity   1
SMILES   CCC(C=O)CC

Each line ends with the Löwdin charge.
Cartesian coordinates (Å):
C (-2.308, -1.095, 0.308)  -0.100
C (-0.904, -1.112, -0.295)  -0.233
C (-0.008, 0.025, 0.219)  -0.333
C (1.423, -0.084, -0.330)  -0.234
C (2.373, 0.971, 0.237)  -0.100
C (-0.598, 1.346, -0.216)  -0.265
O (-0.996, 2.217, 0.520)  0.064
H (-2.915, -1.916, -0.086)  0.072
H (-2.266, -1.201, 1.397)  0.080
H (-2.832, -0.157, 0.091)  0.074
H (-0.415, -2.070, -0.074)  0.114
H (-0.967, -1.049, -1.391)  0.115
H (0.009, 0.022, 1.317)  0.151
H (1.390, -0.006, -1.426)  0.115
H (1.808, -1.088, -0.108)  0.114
H (3.375, 0.869, -0.191)  0.072
H (2.460, 0.873, 1.325)  0.079
H (2.021, 1.988, 0.027)  0.074
H (-0.649, 1.468, -1.326)  0.142

=====

Calculated values (Ha) of DFT total energy for the records, taken in order: -2272.3974, -5159.6852, -311.0457.
Calculated values (kcal per mole) of energy above the lowest of the compared OMol25 structures with the same formula, charge and spin for the records, taken in order: 0.0, 4.0, 8.5.